# 1
Below is 2 unconnected molecules or ions with the total composition C24H13BCl6F3O3S in a non-equilibrium geometry, with properties calculated with the ωB97M-V functional and the def2-TZVPD basis.

Geometry as ORCA input:
```
! wB97M-V def2-TZVPD RIJCOSX def2/J DEFGRID3
* xyz -1 1
Cl 4.91 -2.57 3.90
C 2.37 -3.27 -0.35
Cl 2.54 -4.95 -0.57
C 1.17 -2.84 0.40
O 0.45 -3.64 1.00
C 0.97 -1.38 0.49
Cl -0.44 -0.83 1.26
C 1.96 -0.50 0.07
Cl 1.66 1.19 0.09
C 3.22 -0.99 -0.38
Cl 4.54 0.08 -0.48
C 3.39 -2.38 -0.62
Cl 4.90 -2.94 -1.22
C 5.96 -3.88 8.54
C 5.08 -3.30 7.49
C 3.91 -3.89 7.00
C 3.30 -3.21 5.96
C 4.09 -2.15 5.36
B 3.12 -0.70 4.99
C 3.74 0.47 4.02
C 2.90 1.37 3.38
C 3.41 2.39 2.56
C 4.78 2.43 2.31
C 5.34 3.43 1.32
F 6.48 2.94 0.73
F 4.47 3.72 0.32
F 5.68 4.61 1.92
C 5.64 1.56 2.95
C 5.12 0.62 3.85
O 1.85 -1.21 4.37
C 0.87 -0.79 5.19
C 1.41 -0.13 6.33
C 0.57 0.48 7.26
C -0.81 0.41 7.04
C -1.34 -0.28 5.94
C -0.51 -0.89 5.01
O 2.76 -0.14 6.32
S 5.36 -1.83 6.68
H 7.01 -3.85 8.22
H 5.89 -3.36 9.50
H 5.68 -4.93 8.71
H 3.53 -4.82 7.43
H 2.37 -3.50 5.50
H 1.82 1.32 3.48
H 2.74 3.13 2.13
H 6.71 1.61 2.76
H 5.82 0.00 4.40
H 1.01 0.99 8.11
H -1.48 0.91 7.74
H -2.42 -0.35 5.81
H -0.86 -1.45 4.15
*
```

Output
HOMO energy = -3.528 eV
Kohn-Sham gap = 2.918 eV
E_tot = -4631.98956 hartree
E_LUMO = -0.6 eV

***

# 2
Below is 11 unconnected molecules or ions with the total composition C24H13Cl40N2O4 in a non-equilibrium geometry, with properties calculated with the ωB97M-V functional and the def2-TZVPD basis.

Geometry as ORCA input:
```
! wB97M-V def2-TZVPD RIJCOSX def2/J DEFGRID3
* xyz 1 1
C 3.06 -3.34 2.61
C 2.85 -2.91 1.49
C 2.62 -2.45 0.06
C 1.37 -1.53 -0.13
C 1.08 -0.56 1.06
C -0.37 0.01 0.92
C -0.60 1.40 0.59
C 0.53 2.42 0.33
O 1.27 2.01 -0.86
O 2.48 2.70 -0.81
C -1.99 1.85 0.53
O -2.31 3.15 0.22
C -3.10 0.93 0.81
N -4.49 1.25 0.81
C -4.89 1.73 -0.27
O -5.02 2.06 -1.38
C -2.76 -0.43 1.10
N -1.44 -0.84 1.16
C -1.25 -2.20 1.50
C -1.00 -3.36 1.69
H 2.93 -3.85 3.57
H 3.57 -2.03 -0.36
H 2.44 -3.39 -0.53
H 0.50 -2.18 -0.41
H 1.54 -0.89 -1.04
H 1.82 0.27 1.04
H 1.12 -1.03 2.07
H 0.07 3.41 0.06
H 1.18 2.48 1.23
H 2.97 2.33 -0.04
H -2.68 3.56 1.03
H -3.57 -1.16 1.29
H -0.70 -4.42 1.55
C 5.83 1.24 -2.55
Cl 4.96 -0.20 -1.96
Cl 6.31 2.24 -1.17
Cl 7.28 0.72 -3.43
Cl 4.78 2.17 -3.62
C -0.51 -7.44 -0.22
Cl -2.26 -7.44 0.11
Cl 0.35 -6.79 1.18
Cl 0.03 -9.10 -0.52
Cl -0.17 -6.44 -1.64
C -1.10 4.28 3.98
Cl -2.76 4.83 3.66
Cl -0.59 4.84 5.57
Cl -1.03 2.51 3.92
Cl -0.01 4.94 2.74
C -3.45 -8.79 -3.82
Cl -3.29 -10.45 -3.25
Cl -3.57 -8.78 -5.59
Cl -4.90 -8.05 -3.12
Cl -2.02 -7.86 -3.33
C 5.52 -1.10 5.51
Cl 4.45 -1.07 6.92
Cl 5.80 0.56 4.95
Cl 7.06 -1.84 5.95
Cl 4.76 -2.04 4.21
C -8.40 3.76 -1.58
Cl -9.04 5.00 -0.50
Cl -7.24 2.74 -0.69
Cl -9.72 2.75 -2.18
Cl -7.57 4.52 -2.94
C -3.51 9.06 4.62
Cl -5.16 8.85 5.22
Cl -2.70 10.34 5.54
Cl -2.61 7.54 4.81
Cl -3.56 9.51 2.90
C 4.83 -6.71 0.92
Cl 4.08 -5.39 1.85
Cl 5.90 -7.65 1.97
Cl 3.55 -7.76 0.28
Cl 5.77 -6.04 -0.42
C 2.90 2.64 -7.60
Cl 2.03 1.21 -7.00
Cl 3.39 3.65 -6.22
Cl 4.34 2.13 -8.50
Cl 1.83 3.57 -8.66
C -1.56 4.07 -3.44
Cl -0.26 3.28 -2.53
Cl -1.17 4.05 -5.16
Cl -3.08 3.20 -3.17
Cl -1.73 5.74 -2.88
*
```

Output
HOMO energy = -11.978 eV
Kohn-Sham gap = 7.609 eV
E_tot = -19739.76311 hartree
E_LUMO = -4.4 eV

***

# 3
Below is a molecular structure, C24H14Br2F3N4O5Pd in a non-equilibrium geometry, with properties calculated with the ωB97M-V functional and the def2-TZVPD basis.

Geometry as ORCA input:
```
! wB97M-V def2-TZVPD RIJCOSX def2/J DEFGRID3
* xyz 1 5
Pd -0.39 0.24 -0.13
O 4.74 -0.77 -2.26
C 3.95 -1.53 -3.05
C 4.46 -2.21 -4.14
C 3.64 -2.99 -4.93
C 2.29 -3.12 -4.63
C 1.77 -2.46 -3.54
C 2.59 -1.65 -2.73
C 1.95 -0.97 -1.60
O 0.80 -1.29 -1.22
N 2.61 0.06 -1.01
N 2.03 0.58 0.00
C 2.43 1.32 0.95
C 1.43 1.73 1.94
C 1.71 2.67 2.91
C 0.72 3.02 3.82
C -0.51 2.39 3.74
C -0.72 1.46 2.75
N 0.23 1.12 1.87
H 5.64 -0.76 -2.61
H 5.52 -2.12 -4.38
H 4.06 -3.51 -5.78
H 1.64 -3.73 -5.25
H 0.72 -2.53 -3.29
H 3.47 1.61 1.03
H 2.69 3.14 2.93
H 0.92 3.77 4.57
H -1.30 2.63 4.43
H -1.67 0.96 2.63
Br -4.25 -0.89 -3.59
C -3.87 -1.75 -2.00
C -4.67 -2.78 -1.54
C -4.37 -3.43 -0.36
Br -5.48 -4.84 0.17
C -3.24 -3.06 0.45
C -2.90 -3.69 1.66
C -1.81 -3.24 2.37
C -1.08 -2.16 1.87
N -1.40 -1.56 0.74
C -2.45 -2.00 0.03
C -2.70 -1.31 -1.26
O -1.95 -0.43 -1.67
H -5.53 -3.08 -2.12
H -3.48 -4.52 2.02
H -1.51 -3.72 3.29
H -0.22 -1.76 2.41
F -2.84 4.03 -1.55
C -1.92 4.02 -0.58
F -2.51 4.39 0.56
F -0.98 4.90 -0.87
C -1.34 2.60 -0.44
O -2.03 1.74 0.17
O -0.20 2.37 -0.90
*
```

Output
HOMO energy (alpha / beta) = -11.297 / -11.313 eV
Kohn-Sham gap (alpha / beta) = 7.770 / 5.938 eV
E_tot = -7093.43984 hartree
E_LUMO (alpha / beta) = -3.5 / -5.4 eV

***

# 4
Below is a molecular structure, C24H15BaBrCl6N5O5S in a non-equilibrium geometry, with properties calculated with the ωB97M-V functional and the def2-TZVPD basis.

Geometry as ORCA input:
```
! wB97M-V def2-TZVPD RIJCOSX def2/J DEFGRID3
* xyz -1 1
Ba 1.42 -0.11 0.15
N -1.10 1.73 3.65
C -0.92 1.04 2.48
S -0.38 -0.62 2.63
N -1.28 1.76 1.42
N -0.89 1.24 0.19
C -1.52 1.63 -0.84
C -2.71 2.54 -0.85
C -3.80 2.18 -1.65
C -4.93 2.98 -1.71
C -4.97 4.17 -1.00
C -3.89 4.54 -0.21
C -2.77 3.73 -0.13
C -1.03 1.13 -2.19
C -0.89 2.05 -3.23
C -0.43 1.60 -4.45
C -0.15 0.25 -4.61
C -0.33 -0.59 -3.52
N -0.75 -0.17 -2.33
H -1.20 1.18 4.48
H -1.65 2.57 3.57
H -3.76 1.26 -2.22
H -5.77 2.68 -2.33
H -5.85 4.81 -1.05
H -3.91 5.47 0.34
H -1.93 4.01 0.49
H -1.11 3.09 -3.06
H -0.27 2.30 -5.27
H 0.22 -0.15 -5.55
H -0.10 -1.64 -3.60
O -1.19 -6.82 -0.02
C -0.80 -5.51 -0.10
C 0.53 -5.14 -0.26
C 0.80 -3.79 -0.32
N -0.13 -2.82 -0.23
C -1.38 -3.23 -0.09
Br -2.74 -1.91 -0.03
C -1.78 -4.55 -0.01
H -0.42 -7.38 -0.09
H 1.33 -5.86 -0.34
H 1.82 -3.46 -0.44
H -2.82 -4.82 0.11
O 4.96 0.42 -0.38
Cl 4.26 -0.08 0.76
O 3.49 -1.29 0.38
O 5.12 -0.38 1.86
O 3.23 0.93 1.19
Cl 1.84 3.17 -1.45
C 2.54 1.94 -2.59
C 2.37 0.63 -2.27
C 2.95 -0.26 -3.13
Cl 2.75 -2.03 -2.76
C 3.67 0.09 -4.26
Cl 4.39 -1.11 -5.30
C 3.79 1.45 -4.56
Cl 4.64 1.95 -5.98
C 3.21 2.40 -3.71
Cl 3.33 4.09 -4.09
*
```

Output
HOMO energy = -5.023 eV
Kohn-Sham gap = 7.025 eV
E_tot = -7332.30766 hartree
E_LUMO = 2.0 eV

***

# 5
Below is a molecular structure, C24H15IrN5O9SSbSe6 in a non-equilibrium geometry, with properties calculated with the ωB97M-V functional and the def2-TZVPD basis.

Geometry as ORCA input:
```
! wB97M-V def2-TZVPD RIJCOSX def2/J DEFGRID3
* xyz -2 5
Ir 0.22 0.26 -2.01
Se 0.61 -3.34 -2.36
Se 0.27 -2.51 -4.50
C -1.43 -1.71 -4.04
C -2.56 -2.29 -4.61
C -3.82 -1.79 -4.27
C -3.88 -0.71 -3.41
C -2.69 -0.18 -2.94
N -1.48 -0.67 -3.21
C 2.12 -2.22 -2.04
C 3.30 -2.79 -1.57
C 4.44 -2.01 -1.50
C 4.39 -0.72 -1.97
C 3.17 -0.22 -2.38
N 2.02 -0.93 -2.31
H -2.44 -3.16 -5.24
H -4.70 -2.26 -4.68
H -4.82 -0.30 -3.06
H -2.70 0.68 -2.30
H 3.29 -3.81 -1.23
H 5.34 -2.42 -1.06
H 5.23 -0.04 -1.93
H 3.09 0.80 -2.69
Se 4.71 2.39 2.96
Sb 3.69 2.93 0.66
Se 1.55 1.84 -0.90
Se 5.53 2.68 -0.90
Se 3.26 5.42 0.85
O -2.52 3.41 -1.22
C -1.55 2.69 -1.00
O -1.13 1.84 -1.87
C -0.84 2.81 0.34
C -1.23 3.73 1.26
C -0.58 3.82 2.56
C 0.48 3.01 2.87
C 0.93 2.06 1.94
C 0.26 1.86 0.64
N 1.84 1.09 2.27
O 2.47 1.15 3.36
O 2.15 0.25 1.41
N -1.10 4.69 3.57
O -2.03 5.44 3.27
O -0.63 4.67 4.71
H -2.06 4.39 1.05
H 0.96 3.04 3.84
H -0.08 0.84 0.57
O 1.01 -3.12 0.24
C 0.10 -2.32 0.48
N -0.41 -1.36 -0.30
S -1.96 -1.08 0.11
O -2.86 -1.96 -0.61
O -2.27 0.31 0.13
C -1.79 -1.69 1.76
C -2.61 -1.60 2.85
C -2.19 -2.26 4.00
C -1.02 -3.00 4.05
C -0.19 -3.07 2.93
C -0.61 -2.39 1.79
H -3.50 -0.98 2.83
H -2.80 -2.17 4.90
H -0.71 -3.46 4.99
H 0.77 -3.57 2.95
*
```

Output
HOMO energy (alpha / beta) = -1.740 / -2.200 eV
Kohn-Sham gap (alpha / beta) = 5.263 / 4.843 eV
E_tot = -17025.75987 hartree
E_LUMO (alpha / beta) = 3.5 / 2.6 eV

***

# 6
Below is a molecular structure, C24H16Cl2I2N5OSTi, with properties calculated with the ωB97M-V functional and the def2-TZVPD basis.

Geometry as ORCA input:
```
! wB97M-V def2-TZVPD RIJCOSX def2/J DEFGRID3
* xyz -1 3
Ti -0.18 0.80 -0.20
C -1.14 -5.23 -0.92
N -1.57 -3.86 -1.06
C -1.83 -3.24 -2.27
C -2.14 -1.95 -1.99
N -2.06 -1.80 -0.62
C -1.78 -3.00 -0.01
S -1.73 -3.37 1.61
C -2.35 -0.56 0.04
C -3.60 0.04 -0.15
C -4.01 1.04 0.69
C -3.21 1.33 1.83
C -2.01 0.72 1.96
N -1.49 -0.16 1.03
H -1.92 -5.91 -1.25
H -0.94 -5.41 0.14
H -0.23 -5.39 -1.50
H -1.75 -3.75 -3.21
H -2.35 -1.12 -2.63
H -4.24 -0.30 -0.96
H -4.95 1.55 0.53
H -3.53 2.03 2.58
H -1.35 0.91 2.81
I 3.25 3.38 2.62
C 3.39 1.53 1.71
C 4.55 0.77 1.87
C 4.66 -0.46 1.26
I 6.43 -1.52 1.54
C 3.63 -1.00 0.46
C 3.67 -2.24 -0.24
C 2.56 -2.60 -1.02
C 1.46 -1.80 -1.09
N 1.36 -0.61 -0.42
C 2.46 -0.22 0.33
C 2.34 1.04 0.96
O 1.20 1.71 0.74
H 5.37 1.16 2.46
H 4.54 -2.88 -0.17
H 2.57 -3.54 -1.57
H 0.59 -2.08 -1.69
Cl -3.09 4.54 -1.03
C -2.48 3.59 -2.36
C -2.90 3.90 -3.65
C -2.45 3.17 -4.74
C -1.58 2.11 -4.54
C -1.19 1.83 -3.25
Cl -0.06 0.53 -2.90
C -1.59 2.53 -2.09
N -1.14 2.15 -0.89
H -3.58 4.73 -3.78
H -2.78 3.42 -5.74
H -1.21 1.51 -5.36
*
```

Output
HOMO energy (alpha / beta) = -2.493 / -4.764 eV
Kohn-Sham gap (alpha / beta) = 4.829 / 7.096 eV
E_tot = -4036.74619 hartree
E_LUMO (alpha / beta) = 2.3 / 2.3 eV

***

# 7
Below is a molecular structure, C24H16Cl2NO7V, with properties calculated with the ωB97M-V functional and the def2-TZVPD basis.

Geometry as ORCA input:
```
! wB97M-V def2-TZVPD RIJCOSX def2/J DEFGRID3
* xyz 0 1
V -0.91 -0.02 -0.16
C 0.54 -6.27 0.51
O 1.87 -5.80 0.35
C 2.04 -4.47 0.15
C 3.37 -4.05 -0.01
C 3.63 -2.72 -0.21
C 2.61 -1.76 -0.29
C 2.92 -0.34 -0.60
C 4.06 0.31 0.15
O 2.22 0.31 -1.35
C 1.29 -2.21 -0.13
O 0.27 -1.35 -0.14
C 1.01 -3.55 0.10
H 0.62 -7.35 0.64
H -0.06 -6.06 -0.38
H 0.06 -5.83 1.39
H 4.16 -4.78 0.04
H 4.65 -2.40 -0.34
H 4.93 -0.34 0.25
H 3.71 0.53 1.16
H 4.33 1.24 -0.35
H -0.03 -3.84 0.23
Cl -8.27 0.35 -0.22
C -6.55 0.45 -0.03
C -6.02 1.42 0.82
C -4.65 1.53 0.99
Cl -4.01 2.74 2.03
C -3.77 0.65 0.33
O -2.48 0.77 0.50
C -4.33 -0.32 -0.53
C -3.49 -1.25 -1.24
O -2.26 -1.26 -1.21
C -5.72 -0.42 -0.70
H -6.67 2.10 1.34
H -4.00 -1.99 -1.86
H -6.13 -1.17 -1.35
O 1.33 1.91 2.63
C 1.02 2.20 1.51
N 0.24 1.45 0.63
C 0.17 2.10 -0.54
O -0.50 1.56 -1.45
C 0.92 3.37 -0.53
C 1.15 4.34 -1.47
C 1.94 5.42 -1.09
C 2.47 5.50 0.20
C 2.24 4.50 1.14
C 1.45 3.44 0.75
H 0.74 4.27 -2.47
H 2.15 6.21 -1.80
H 3.09 6.35 0.46
H 2.65 4.55 2.14
*
```

Output
HOMO energy (alpha / beta) = -8.330 / -8.332 eV
Kohn-Sham gap (alpha / beta) = 7.571 / 7.573 eV
E_tot = -3370.09098 hartree
E_LUMO (alpha / beta) = -0.8 / -0.8 eV

***

# 8
Below is a molecular structure, C24H16CoIN2O3, with properties calculated with the ωB97M-V functional and the def2-TZVPD basis.

Geometry as ORCA input:
```
! wB97M-V def2-TZVPD RIJCOSX def2/J DEFGRID3
* xyz 0 1
Co 0.18 -1.23 -0.56
O -0.80 -1.37 3.69
C 0.37 -0.85 4.10
C 0.53 -0.67 5.47
C 1.71 -0.14 5.98
C 2.75 0.21 5.12
C 2.59 0.04 3.76
C 1.41 -0.49 3.23
C 1.27 -0.64 1.77
O 0.25 -1.33 1.31
N 2.13 -0.08 0.98
N 1.78 -0.36 -0.34
C 2.57 0.05 -1.27
C 2.32 -0.09 -2.67
C 3.24 0.48 -3.57
C 3.07 0.36 -4.93
C 1.95 -0.35 -5.41
C 1.04 -0.91 -4.55
C 1.19 -0.80 -3.15
O 0.32 -1.38 -2.38
H -0.73 -1.52 2.72
H -0.28 -0.95 6.12
H 1.81 -0.01 7.04
H 3.67 0.62 5.52
H 3.38 0.31 3.07
H 3.49 0.54 -0.94
H 4.10 1.01 -3.18
H 3.77 0.80 -5.61
H 1.81 -0.45 -6.48
H 0.18 -1.46 -4.92
I -1.86 -2.94 -0.61
C -3.08 -1.25 -0.61
C -4.43 -1.41 -0.62
C -5.26 -0.27 -0.62
C -4.70 0.97 -0.60
C -3.29 1.15 -0.59
C -2.73 2.45 -0.57
C -1.38 2.61 -0.55
C -0.53 1.48 -0.55
C -1.02 0.21 -0.57
C -2.44 0.02 -0.59
H -4.87 -2.40 -0.63
H -6.33 -0.39 -0.63
H -5.33 1.86 -0.60
H -3.40 3.30 -0.56
H -0.95 3.60 -0.53
H 0.54 1.65 -0.52
*
```

Output
HOMO energy (alpha / beta) = -8.005 / -8.005 eV
Kohn-Sham gap (alpha / beta) = 7.315 / 7.316 eV
E_tot = -2939.87532 hartree
E_LUMO (alpha / beta) = -0.7 / -0.7 eV

***

Q: What is the formula in the fourth record?
A: C24H15BaBrCl6N5O5S